Entry 1:
40
Properties=species:S:1:pos:R:3 method="wB97M-V/def2-TZVPD" smiles="N[C@@H](Cc1c[nH]c2ccccc12)C(=O)N[C@@H](CC(=O)O)C(=O)O" homo_ev=-8.30
N -0.06707 -0.56339 -0.50706
C -0.29988 0.67485 0.25828
C -1.76863 1.10142 0.37006
C -2.42683 1.27925 -0.97238
C -2.45324 2.41521 -1.72498
N -3.09195 2.18214 -2.91448
C -3.50682 0.85680 -2.95971
C -4.18624 0.15834 -3.95084
C -4.46204 -1.17545 -3.70892
C -4.07711 -1.80191 -2.49573
C -3.40377 -1.08781 -1.51871
C -3.08678 0.26138 -1.73995
C 0.31731 0.32037 1.60486
O -0.30119 -0.40500 2.40869
N 1.61148 0.64986 1.76576
C 2.46063 -0.13540 2.63293
C 2.59549 -1.57978 2.09112
C 3.36592 -1.60462 0.77203
O 4.54987 -1.80277 0.74870
O 2.69038 -1.34087 -0.36075
C 3.81295 0.58339 2.71394
O 4.07809 1.54184 2.03919
O 4.68998 0.09039 3.59699
H -0.27944 -0.41240 -1.48512
H -0.68341 -1.29361 -0.16036
H 0.25975 1.46312 -0.23548
H -1.81665 2.01496 0.94502
H -2.28735 0.33782 0.96686
H -2.07161 3.42398 -1.50038
H -3.25096 2.87819 -3.62138
H -4.48960 0.66246 -4.88898
H -4.96636 -1.74957 -4.44464
H -4.31632 -2.84282 -2.34274
H -3.13531 -1.55924 -0.60134
H 2.10621 1.22854 1.09417
H 1.99140 -0.20066 3.64739
H 3.14722 -2.22047 2.80678
H 1.56375 -1.98008 1.99370
H 1.74021 -1.15595 -0.26458
H 4.37842 -0.73936 3.98698


Entry 2:
41
Properties=species:S:1:pos:R:3 method="wB97M-V/def2-TZVPD" charge=-1 homo_ev=-2.27
Tl -1.75332 -1.29582 0.96698
S -3.65900 -1.96222 5.00048
C -3.74582 -1.53287 3.38210
S -3.46489 0.08911 2.90583
S -4.11905 -2.72179 2.21847
O -0.76297 -2.30950 -1.54863
C -1.17149 -1.56837 -2.67768
C -0.26687 -0.37120 -2.96142
C -0.23562 0.61192 -1.78241
C -1.55051 1.31361 -1.61220
C -1.85921 2.44600 -2.35946
C -3.10761 3.02661 -2.21609
C -4.00181 2.47283 -1.31245
C -3.59205 1.37317 -0.57286
N -2.40779 0.79871 -0.73468
H 0.19649 -2.25758 -1.47797
H -2.19145 -1.23267 -2.47556
H -1.18928 -2.23203 -3.55502
H -0.62575 0.12972 -3.86414
H 0.75155 -0.72608 -3.15394
H 0.55580 1.34418 -1.94526
H -0.01945 0.06758 -0.86160
H -1.12951 2.85800 -3.04276
H -3.37324 3.90334 -2.79264
H -4.98927 2.88882 -1.17812
H -4.22528 0.93245 0.18473
N 6.00516 -0.74471 1.64152
C 5.04951 0.09671 2.16662
S 5.56938 1.49458 2.92083
C 3.66696 -0.21061 1.96995
C 3.21956 -1.28486 1.16592
C 1.87450 -1.46869 0.96538
N 0.92060 -0.68790 1.48021
C 1.33077 0.31893 2.26166
C 2.64849 0.58585 2.53548
H 6.95147 -0.51016 1.89561
H 5.79473 -1.72754 1.56382
H 3.92204 -1.94484 0.67935
H 1.52336 -2.29889 0.36180
H 0.54136 0.92690 2.68125
H 2.91952 1.40929 3.17692


Entry 3:
51
Properties=species:S:1:pos:R:3 method="wB97M-V/def2-TZVPD" charge=+1 homo_ev="-12.37 / -12.37"
Rh -1.01607 -0.31732 -0.84378
N -4.04920 2.18574 -1.90383
C -3.16745 3.23523 -1.72345
C -1.97792 2.68692 -1.36268
N -2.13227 1.31862 -1.33606
C -3.38312 1.05292 -1.65533
C -3.72879 -0.34212 -1.64122
N -2.73097 -1.16549 -1.38763
C -3.24515 -2.44046 -1.34043
C -4.57638 -2.36555 -1.59824
N -4.86808 -1.02848 -1.78495
H -5.01108 2.27629 -2.18594
H -3.46369 4.25914 -1.86691
H -1.04458 3.15538 -1.11340
H -2.62206 -3.29505 -1.15751
H -5.33126 -3.12895 -1.65933
H -5.78186 -0.65438 -1.97979
C -1.37997 -3.67981 1.87125
C -0.09630 -2.85445 1.74091
O 0.87622 -3.37459 2.63701
P 0.50608 -2.90726 0.04936
O 1.93790 -2.29260 -0.02114
O 0.71805 -4.44137 -0.23129
O -0.46782 -2.28199 -0.95702
P -0.52321 -1.12224 2.16786
O 0.87531 -0.34633 1.94784
O -1.01581 -0.97699 3.53729
O -1.48339 -0.68172 1.00873
H -1.16644 -4.73505 1.70799
H -2.13087 -3.34192 1.15862
H -1.77125 -3.55045 2.87915
H 1.75249 -3.04153 2.40858
H 1.93363 -1.34497 -0.33343
H 0.99026 -4.68039 -1.12891
H 1.15898 0.04116 2.78891
O 0.09598 1.46419 -0.07873
C 1.23526 1.05239 -0.42933
O 1.28722 -0.03994 -1.06783
C 2.45817 1.81851 -0.10726
C 2.41772 2.78075 0.89690
C 3.56452 3.48744 1.21809
C 4.71881 3.21227 0.51223
C 4.78407 2.27215 -0.49576
C 3.63449 1.56343 -0.80436
N 5.95737 3.96162 0.86308
O 6.97232 3.65930 0.27489
O 5.86346 4.81667 1.71652
H 1.49147 2.96168 1.42551
H 3.57636 4.24048 1.99178
H 5.71465 2.11183 -1.01959
H 3.64422 0.81733 -1.58739


Entry 4:
40
Properties=species:S:1:pos:R:3 method="wB97M-V/def2-TZVPD" smiles="CN(C)CCNc1nc2sc3ccccc3n2c(=O)c1C(N)=O" homo_ev=-7.81
C -4.40637 -2.67753 1.90383
N -3.93332 -1.79647 0.83248
C -4.82067 -0.61555 0.59214
C -2.46773 -1.55914 0.72759
C -1.87666 -0.77505 1.94247
N -0.43051 -0.97505 1.91544
C 0.39201 -0.29739 1.03444
N -0.19392 0.73583 0.34511
C 0.54670 1.38031 -0.54601
S -0.12498 2.70261 -1.49525
C 1.45109 2.89945 -2.21228
C 1.76442 3.87241 -3.19358
C 3.05644 3.91150 -3.71132
C 4.04568 3.08447 -3.14322
C 3.74655 2.11036 -2.15701
C 2.42008 2.03143 -1.71735
N 1.90335 1.09577 -0.76201
C 2.47417 0.08630 -0.04374
O 3.71544 -0.03547 -0.08707
C 1.66278 -0.70592 0.86407
C 2.12932 -1.96076 1.39955
N 3.19017 -2.63378 0.86381
O 1.68897 -2.40691 2.48022
H -3.78617 -3.53988 1.94613
H -5.44612 -3.01078 1.74363
H -4.35885 -2.08219 2.85672
H -4.46901 -0.01493 -0.26456
H -5.83116 -0.99127 0.36777
H -4.86179 0.02248 1.45371
H -1.93081 -2.50703 0.64085
H -2.24267 -0.99505 -0.23298
H -2.14653 0.27727 1.93042
H -2.22637 -1.21835 2.88863
H 0.00376 -1.71385 2.48561
H 0.99584 4.54193 -3.56009
H 3.32471 4.58024 -4.53752
H 5.10374 3.15680 -3.43460
H 4.53174 1.43211 -1.82976
H 3.80561 -2.05728 0.26683
H 3.60105 -3.35162 1.44690


Entry 5:
49
Properties=species:S:1:pos:R:3 method="wB97M-V/def2-TZVPD" charge=-1 multiplicity=2 s_squared=0.7578 homo_ev="-3.48 / -3.48"
Ru 1.15133 1.03449 0.30121
N 2.48953 -2.88981 -0.91929
C 2.32953 -2.06671 0.12571
N 1.82083 -0.93281 -0.29139
C 1.68163 -1.08401 -1.66359
N 2.08913 -2.29711 -2.06879
C 1.14363 -0.03121 -2.42979
C 0.78573 -0.14681 -3.78429
N 0.21813 0.80459 -4.47229
C 0.00453 1.97599 -3.80469
C 0.36173 2.14729 -2.49099
N 0.91933 1.17359 -1.76299
H 2.85553 -3.82601 -0.93999
H 2.57143 -2.33081 1.13931
H 0.98213 -1.08491 -4.28799
H -0.46487 2.76529 -4.37069
H 0.18873 3.09409 -1.99229
O 6.05023 -2.20981 3.60321
C 5.26223 -1.44541 3.12321
S 3.59313 -1.26991 3.67971
C 3.08153 -0.04691 2.50901
C 4.02763 0.38709 1.61571
S 3.81203 1.57599 0.42311
S 5.61393 -0.38651 1.75201
S 1.45993 0.48589 2.59581
S -0.37867 3.55589 2.36101
S -2.41907 4.29189 1.87421
S -2.58957 4.27129 -0.05379
S 0.34983 3.21149 0.54411
C -1.29067 -1.44171 0.10991
C -2.74977 -1.95151 0.20551
N -3.63717 -0.86591 0.59261
C -3.57507 0.17559 -0.42319
C -2.12117 0.67489 -0.58569
N -1.25387 -0.00451 0.37951
C -1.76027 0.24049 1.73281
C -3.19457 -0.31721 1.86741
H -0.87997 -1.61501 -0.88889
H -0.64807 -1.93751 0.84211
H -2.84247 -2.74771 0.94821
H -3.09037 -2.33761 -0.75849
H -4.23257 0.99029 -0.11639
H -3.96067 -0.24231 -1.35669
H -2.05647 1.75159 -0.41499
H -1.74497 0.46859 -1.58939
H -1.73707 1.31449 1.92011
H -1.08107 -0.23191 2.44471
H -3.89387 0.46779 2.16471
H -3.24087 -1.11691 2.61141


Entry 6:
35
Properties=species:S:1:pos:R:3 method="wB97M-V/def2-TZVPD" smiles="Cc1ccc2c(c1C)N[C@@H](C(=O)O)[C@@H]1CC=C[C@H]21" homo_ev=-7.75
C -4.43230 -0.05455 0.05179
C -2.95541 -0.27767 0.21377
C -2.51002 -1.12632 1.22006
C -1.16361 -1.36601 1.39665
C -0.22138 -0.75888 0.58169
C -0.65381 0.12190 -0.40989
C -2.02412 0.35337 -0.60657
C -2.44445 1.29973 -1.69788
N 0.28215 0.74705 -1.23807
C 1.58521 0.96746 -0.66133
C 1.51542 1.98265 0.47873
O 0.54571 2.64216 0.73968
O 2.66988 2.09801 1.14406
C 2.18237 -0.35969 -0.19539
C 2.43266 -1.33295 -1.36189
C 2.07670 -2.66642 -0.77944
C 1.44640 -2.55029 0.37513
C 1.23875 -1.10832 0.76544
H -4.77008 -0.37600 -0.93306
H -4.68310 0.99839 0.17412
H -4.98028 -0.62286 0.79929
H -3.22771 -1.60586 1.86960
H -0.83374 -2.03132 2.18162
H -2.10350 2.31222 -1.47203
H -2.01726 0.99512 -2.65346
H -3.52267 1.32870 -1.80477
H -0.08928 1.58047 -1.67292
H 2.24056 1.40256 -1.42848
H 2.58671 2.75990 1.84954
H 3.12711 -0.15511 0.31400
H 3.46251 -1.29163 -1.71895
H 1.77055 -1.10728 -2.20192
H 2.30797 -3.58498 -1.29073
H 1.05830 -3.35353 0.97581
H 1.51326 -0.93599 1.81238